No. 1
Formula: C28H21N2O2PPtSbSe4
Source: the Open Molecules 2025 dataset
Level of theory: ωB97M-V/def2-TZVPD

Last column: Mulliken spin population.
Geometry (Å):
Pt1 -0.858 -0.087 -0.136  0.46
O1 0.925 0.079 -1.952  0.08
N1 1.875 -0.689 -1.628  -0.01
N2 1.540 -1.620 -0.817  0.02
O2 0.322 -1.778 -0.361  0.00
C1 2.516 -2.591 -0.398  0.00
C2 2.056 -3.680 0.324  0.00
C3 2.981 -4.634 0.732  0.00
C4 4.327 -4.497 0.428  0.00
C5 4.760 -3.390 -0.293  0.00
C6 3.858 -2.428 -0.715  0.00
H1 1.000 -3.779 0.536  0.00
H2 2.632 -5.492 1.291  0.00
H3 5.038 -5.250 0.744  0.00
H4 5.811 -3.271 -0.529  0.00
H5 4.179 -1.568 -1.283  0.00
C7 3.532 4.456 -1.383  0.00
C8 2.502 3.884 -2.119  0.01
C9 1.644 2.975 -1.520  0.01
C10 1.810 2.636 -0.179  -0.01
C11 2.848 3.204 0.555  0.01
C12 3.705 4.114 -0.050  0.00
P1 0.546 1.596 0.604  0.27
C13 1.379 0.766 1.989  0.02
C14 2.662 0.248 1.822  0.02
C15 3.237 -0.527 2.821  -0.01
C16 2.536 -0.779 3.991  0.01
C17 1.257 -0.262 4.160  0.00
C18 0.675 0.498 3.160  0.00
C19 -0.641 2.783 1.257  -0.02
C20 -0.343 3.889 2.007  0.00
C21 -1.363 4.809 2.327  0.00
C22 -2.628 4.627 1.834  0.00
C23 -2.954 3.511 1.027  0.00
C24 -4.242 3.323 0.464  0.00
C25 -4.472 2.244 -0.336  0.00
C26 -3.468 1.270 -0.576  0.02
C27 -2.222 1.387 -0.024  -0.02
C28 -1.948 2.552 0.763  0.01
H6 4.203 5.166 -1.851  0.00
H7 2.368 4.141 -3.162  0.00
H8 0.849 2.517 -2.094  -0.02
H9 2.991 2.939 1.595  0.00
H10 4.508 4.557 0.526  0.00
H11 3.208 0.428 0.903  0.00
H12 4.226 -0.942 2.676  0.00
H13 2.979 -1.392 4.765  0.00
H14 0.703 -0.468 5.066  0.00
H15 -0.335 0.873 3.284  0.00
H16 0.667 4.064 2.362  0.00
H17 -1.135 5.669 2.943  0.00
H18 -3.402 5.356 2.045  0.00
H19 -5.026 4.039 0.684  0.00
H20 -5.452 2.089 -0.772  0.00
H21 -3.726 0.401 -1.173  0.00
Se1 -4.545 -2.336 -1.960  0.01
Sb1 -3.244 -3.135 -0.119  -0.06
Se2 -4.686 -4.063 1.717  0.94
Se3 -1.695 -4.936 -0.395  0.16
Se4 -2.285 -1.285 1.382  0.10

Values from the calculation:
- 2S+1: 3
- Total energy: -11646.2492 hartree
- HOMO-LUMO gap (alpha / beta): 6.70 / 5.14 eV
- HOMO energy (alpha / beta): -4.581 / -4.523 eV
- Charge: -1

***

No. 2
Formula: C19H19FN4O3S2
Source: the Open Molecules 2025 dataset
Level of theory: ωB97M-V/def2-TZVPD

Last column: Löwdin charge in e.
Geometry (Å):
O1 2.678 0.451 -2.990  0.06
C1 2.010 0.796 -2.033  -0.47
N1 2.441 0.692 -0.763  0.10
H1 1.822 0.866 0.018  0.08
C2 3.560 -0.177 -0.433  -0.11
C3 3.001 -1.522 -0.047  -0.21
C4 2.587 -1.761 1.258  -0.04
C5 1.958 -2.946 1.592  -0.01
C6 1.744 -3.884 0.600  -0.27
C7 2.144 -3.674 -0.707  0.00
C8 2.772 -2.483 -1.024  -0.04
H2 3.083 -2.291 -2.040  0.12
H3 1.959 -4.430 -1.454  0.12
F1 1.128 -5.046 0.913  0.05
H4 1.620 -3.139 2.597  0.12
H5 2.742 -1.008 2.015  0.11
H6 4.193 -0.250 -1.320  0.12
H7 4.118 0.272 0.391  0.13
C9 0.618 1.409 -2.256  -0.19
C10 -0.212 1.631 -0.991  -0.15
N2 -0.466 0.359 -0.362  -0.24
S1 -0.427 0.271 1.272  0.68
O2 0.787 0.936 1.679  -0.30
O3 -0.621 -1.088 1.664  -0.25
C11 -1.776 1.273 1.906  -0.19
C12 -1.523 2.299 2.771  -0.03
C13 -2.564 3.073 3.324  -0.05
C14 -3.876 2.822 3.026  0.00
C15 -4.167 1.775 2.136  -0.34
N3 -5.364 1.372 1.707  -0.24
S2 -5.165 0.148 0.694  1.05
N4 -3.563 0.059 0.725  -0.23
C16 -3.102 0.991 1.557  -0.33
H8 -4.682 3.397 3.452  0.12
H9 -2.310 3.871 4.004  0.11
H10 -0.495 2.500 3.031  0.11
C17 -1.217 -0.577 -1.160  -0.19
H11 -2.212 -0.171 -1.390  0.11
C18 -0.451 -0.855 -2.452  -0.14
C19 -0.152 0.454 -3.183  -0.15
H12 0.456 0.256 -4.066  0.12
H13 -1.086 0.925 -3.500  0.12
H14 0.487 -1.356 -2.208  0.10
H15 -1.041 -1.516 -3.088  0.12
H16 -1.334 -1.478 -0.559  0.12
H17 -1.163 2.115 -1.269  0.14
H18 0.297 2.272 -0.271  0.13
H19 0.765 2.366 -2.767  0.15

Values from the calculation:
- Total energy: -2076.4372 hartree
- HOMO-LUMO gap: 7.44 eV
- HOMO energy: -8.767 eV

***

No. 3
Formula: C5H12S
Source: the Open Molecules 2025 dataset
Level of theory: ωB97M-V/def2-TZVPD

Last column: Löwdin charge in e.
Geometry (Å):
C1 1.313 -0.893 -0.817  -0.42
S1 1.567 0.432 -2.036  0.70
C2 3.144 -0.113 -2.744  -0.44
H1 0.324 -0.663 -0.416  0.00
H2 1.262 -1.851 -1.328  0.03
H3 2.077 -0.791 -0.049  0.03
H4 3.938 0.018 -2.009  0.03
H5 3.341 0.443 -3.660  0.03
H6 3.023 -1.152 -3.057  0.03
C3 -1.860 0.698 2.818  -0.12
C4 -1.941 0.132 1.417  -0.25
C5 -2.821 0.609 0.555  -0.02
H7 -1.050 1.401 3.006  0.07
H8 -1.660 -0.122 3.518  0.07
H9 -2.852 1.052 3.106  0.07
H10 -1.426 -0.809 1.231  0.08
H11 -2.874 0.242 -0.465  0.05
H12 -3.505 1.365 0.930  0.06

Values from the calculation:
- Total energy: -595.8409 hartree
- HOMO-LUMO gap: 9.57 eV
- Structure (SMILES): C=CC.CSC
- HOMO energy: -8.450 eV